# C5H6O3

A single C5H6O3 molecule in a non-equilibrium geometry (the ωB97M-V functional and the def2-TZVPD basis, the Open Molecules 2025 dataset).

Structure (XYZ):
```
14
Properties=species:S:1:pos:R:3:forces:R:3
O 0.332 -0.995 3.116 0.21 0.67 0.33
C 0.035 -0.744 2.005 -0.80 -0.90 -1.70
O -0.531 -1.715 1.169 0.64 0.85 0.46
C -0.794 -1.139 -0.090 -0.52 1.34 -0.63
C -0.030 0.187 -0.079 -1.00 0.08 0.72
C 1.065 0.580 -0.977 -0.71 -0.85 -0.49
C -0.231 1.424 -0.903 1.44 0.46 0.59
O 0.142 0.426 1.305 0.31 -0.27 1.33
H -0.386 -1.712 -0.898 -0.10 -0.84 -0.29
H -1.885 -0.960 -0.213 0.64 -0.28 0.05
H 1.176 -0.186 -1.742 -0.04 0.55 -0.44
H 1.996 0.935 -0.613 0.51 0.44 0.50
H -0.080 2.336 -0.265 -0.31 -0.89 -0.89
H -0.808 1.561 -1.814 -0.26 -0.37 0.45
```
Positions in Å, forces in eV/Å.

## Properties
Orbital gap in eV: 11.37
SMILES: O=C1OCC2(CC2)O1

---

# C5H13N2

A gas-phase ion, C5H13N2 (charge +1) in a non-equilibrium geometry (the ωB97M-V functional and the def2-TZVPD basis, the Open Molecules 2025 dataset).

Structure (XYZ):
```
20
Properties=species:S:1:pos:R:3:forces:R:3
C -1.344 1.540 -0.675 1.00 0.57 -2.05
C -0.341 0.731 -0.349 -2.24 1.43 1.99
C 0.611 0.221 -1.327 0.53 -0.36 -1.53
C 1.011 -1.241 -1.226 1.71 1.77 0.26
N 1.608 -1.462 0.090 -0.73 0.49 -0.57
N -0.108 0.510 1.138 -0.83 -2.01 1.47
C -1.548 0.047 1.965 0.62 2.78 0.93
H -2.132 2.032 -0.130 0.24 -0.16 0.56
H -1.223 1.898 -1.732 -0.84 -0.63 0.87
H 0.189 0.149 -2.351 -0.25 1.27 0.61
H 1.396 0.983 -1.295 0.75 -0.65 -0.50
H 0.131 -1.777 -1.114 -1.90 -1.17 -0.77
H 1.526 -1.466 -2.215 -0.10 -0.41 1.64
H 2.579 -1.322 0.145 1.34 -0.11 0.19
H 1.301 -2.330 0.433 0.44 -1.46 0.53
H 0.610 1.248 1.603 -2.48 -2.17 -1.21
H 0.304 -0.492 1.202 0.71 2.13 -0.30
H -2.437 0.777 1.803 1.84 -1.37 -0.39
H -1.718 -0.986 1.626 0.04 0.65 0.14
H -1.349 0.162 3.093 0.15 -0.58 -1.86
```
Positions in Å, forces in eV/Å.

## Properties
Orbital gap in eV: 10.36
Total charge: +1
SMILES: C=C(CCN)[NH2+]C

---

# C10H21N2O8S2

A molecular structure, C10H21N2O8S2 in a non-equilibrium geometry (the ωB97M-V functional and the def2-TZVPD basis, the Open Molecules 2025 dataset).

Structure (XYZ):
```
43
Properties=species:S:1:pos:R:3:forces:R:3
C 2.243 0.001 3.907 -0.57 0.27 0.22
C 3.276 -0.561 3.273 0.03 0.34 0.25
S 2.932 -1.277 1.643 -1.64 -2.63 -1.87
O 3.117 -2.726 1.690 1.07 0.77 0.38
O 1.528 -1.001 1.337 0.64 0.95 0.72
N 3.844 -0.634 0.412 0.26 1.49 3.15
S 4.776 0.635 0.859 2.36 -1.17 -2.17
O 5.448 1.103 -0.346 -1.24 0.22 0.11
O 5.795 0.326 1.863 -1.49 0.24 0.72
C 3.833 2.085 1.460 -0.84 0.55 0.72
C 2.445 2.296 0.778 1.70 0.47 1.67
O 2.142 1.751 -0.206 -1.05 -0.52 -1.74
O 1.623 3.212 1.397 0.48 -0.17 0.20
H 1.209 -0.369 3.795 0.53 0.82 -0.86
H 2.366 0.898 4.548 0.22 -1.25 0.51
H 4.279 -0.547 3.727 -0.28 0.50 -1.12
H 4.475 2.971 1.261 -0.28 -0.69 -0.03
H 3.691 2.019 2.562 0.21 -0.13 -0.70
H 2.062 3.520 2.206 -0.19 -0.09 -0.27
C 0.239 -1.064 -1.819 0.02 0.09 -0.10
O -0.901 -1.617 -2.476 0.04 -0.04 0.18
C -1.615 -2.552 -1.679 -0.21 -0.07 -0.34
C -2.980 -1.997 -1.301 0.31 0.21 0.14
N -2.858 -0.904 -0.342 -0.30 -0.07 -0.18
C -4.101 -0.170 -0.126 0.34 0.09 0.01
C -4.682 0.603 -1.313 -0.27 0.15 0.31
O -3.891 1.704 -1.728 -0.11 -0.25 -0.19
C -2.856 1.385 -2.646 0.10 0.30 0.13
H 0.794 -0.476 -2.549 -0.09 -0.04 -0.03
H -0.059 -0.405 -1.001 0.19 -0.08 0.15
H 0.893 -1.851 -1.438 -0.01 0.08 0.13
H -1.046 -2.855 -0.795 0.00 0.19 0.03
H -1.764 -3.444 -2.297 -0.03 -0.03 0.05
H -3.584 -2.796 -0.858 -0.03 0.03 0.01
H -3.469 -1.666 -2.227 -0.05 -0.20 -0.11
H -2.157 -0.253 -0.673 0.09 -0.10 0.11
H -3.904 0.551 0.674 -0.10 0.04 -0.03
H -4.860 -0.862 0.256 -0.01 -0.03 -0.09
H -5.634 1.033 -0.983 0.03 0.02 0.00
H -4.924 -0.047 -2.162 0.18 -0.03 -0.05
H -3.122 0.548 -3.297 0.02 -0.07 0.09
H -1.926 1.170 -2.117 0.06 -0.16 -0.14
H -2.678 2.263 -3.268 -0.08 0.01 0.03
```
Positions in Å, forces in eV/Å.

## Properties
Orbital gap in eV: 8.24
Total charge: -1

---

# C2H4N6

A single C2H4N6 molecule in a non-equilibrium geometry (the ωB97M-V functional and the def2-TZVPD basis, the Open Molecules 2025 dataset).

Structure (XYZ):
```
12
Properties=species:S:1:pos:R:3:forces:R:3
N 1.834 -0.083 1.605 0.39 0.44 1.10
N 2.025 -0.178 0.293 0.68 0.01 0.67
C 1.150 -0.190 -0.604 -1.35 -0.38 0.41
N -0.315 -0.075 -0.471 1.11 -1.04 -1.77
N -1.091 -0.477 -1.485 -2.49 1.02 1.25
C -2.313 -0.029 -1.023 3.83 0.73 1.10
N -2.193 0.652 0.169 0.33 -1.63 -1.47
N -0.930 0.538 0.461 0.07 1.49 2.20
H 0.931 0.209 1.979 0.36 0.01 -0.26
H 2.684 0.095 2.192 -1.40 -0.28 -1.29
H 1.427 -0.481 -1.588 0.02 0.14 -0.70
H -3.208 0.020 -1.530 -1.56 -0.52 -1.25
```
Positions in Å, forces in eV/Å.

## Properties
Orbital gap in eV: 10.06
SMILES: N/N=C\n1ncnn1

---

# C40H104N3O17PSi

9 unconnected molecules or ions with the total composition C40H104N3O17PSi (the ωB97M-V functional and the def2-TZVPD basis, the Open Molecules 2025 dataset).

Structure (XYZ):
```
166
Properties=species:S:1:pos:R:3:forces:R:3
C 1.470 -1.028 1.017 -0.05 -0.07 -0.11
C 2.420 -1.667 0.013 -0.02 -0.23 0.25
C 1.746 -2.247 -1.228 0.28 -0.30 0.14
O 0.491 -2.825 -0.901 -0.02 0.40 -0.09
Si -0.925 -2.332 -1.627 -0.17 -0.05 0.08
C -0.863 -0.472 -2.022 0.12 -0.24 0.06
C -2.055 0.406 -1.659 0.16 0.38 -0.18
N -3.281 -0.219 -2.114 -0.07 0.02 -0.17
N -2.129 0.522 -0.220 0.06 0.23 0.03
N -1.913 1.769 -2.265 -0.23 -0.18 0.29
P -2.631 -3.142 -0.453 -0.70 0.06 -0.13
C -1.992 -4.868 -0.244 0.43 -0.01 -0.08
C -2.505 -2.361 1.241 0.32 0.01 -0.06
C -2.511 -3.337 2.409 0.04 0.18 -0.28
H 0.854 -1.790 1.487 -0.07 -0.04 0.05
H 2.024 -0.507 1.794 0.05 0.09 0.07
H 0.790 -0.326 0.540 -0.03 0.20 -0.03
H 2.927 -2.491 0.516 0.11 0.01 0.10
H 3.197 -0.963 -0.281 0.06 0.08 -0.15
H 2.386 -3.049 -1.599 0.02 -0.05 -0.19
H 1.680 -1.516 -2.036 -0.18 0.15 0.00
H -1.002 -3.035 -2.938 -0.03 -0.01 -0.06
H -0.689 -0.384 -3.096 0.03 -0.05 -0.12
H 0.016 -0.041 -1.543 0.18 0.08 -0.02
H -4.061 0.233 -1.651 -0.10 -0.03 0.07
H -3.403 -0.008 -3.097 0.00 -0.10 -0.12
H -2.743 1.296 0.019 -0.13 -0.04 0.07
H -1.217 0.801 0.122 0.05 -0.05 0.18
H -1.419 1.731 -3.148 -0.01 -0.03 -0.10
H -1.371 2.360 -1.650 0.15 0.01 0.02
H -1.831 -5.118 0.799 -0.05 -0.05 0.08
H -1.037 -5.006 -0.748 0.09 -0.10 -0.02
H -2.709 -5.558 -0.668 -0.16 -0.16 -0.05
H -1.617 -1.736 1.296 0.08 0.08 0.07
H -3.352 -1.684 1.301 -0.08 0.07 0.02
H -2.533 -2.779 3.342 -0.06 -0.09 0.18
H -3.364 -4.011 2.361 -0.10 -0.06 0.11
H -1.606 -3.938 2.401 0.08 -0.06 0.17
C -2.934 3.376 2.693 0.02 -0.08 0.00
O -2.035 3.513 1.604 -0.01 0.07 -0.01
C -2.454 4.476 0.647 0.03 -0.12 -0.05
C -1.831 5.838 0.861 0.00 0.22 -0.03
O -2.192 6.428 2.097 -0.09 -0.11 0.06
C -1.248 6.230 3.134 0.02 0.06 -0.03
H -2.383 2.934 3.521 0.00 -0.03 0.00
H -3.334 4.341 3.007 0.01 0.02 0.01
H -3.765 2.713 2.427 -0.01 0.03 0.00
H -3.545 4.558 0.643 -0.01 0.02 0.02
H -2.147 4.112 -0.338 -0.05 0.01 -0.03
H -2.200 6.500 0.072 0.02 -0.01 -0.04
H -0.740 5.779 0.771 0.00 -0.05 0.02
H -0.416 6.936 3.040 0.03 -0.02 -0.01
H -0.851 5.214 3.138 0.00 -0.02 0.02
H -1.756 6.413 4.079 0.00 0.03 0.00
C -1.615 -2.189 9.053 0.02 0.04 0.02
O -2.218 -1.138 8.319 -0.10 -0.09 -0.05
C -1.517 -0.786 7.142 0.05 0.10 0.11
C -2.065 -1.456 5.900 -0.02 -0.04 -0.17
O -1.958 -2.866 5.934 0.07 0.01 0.17
C -3.136 -3.521 6.370 -0.02 -0.01 -0.08
H -2.374 -2.601 9.716 0.00 0.02 0.03
H -1.249 -2.982 8.397 0.00 -0.02 0.00
H -0.784 -1.811 9.658 0.02 -0.02 -0.02
H -0.451 -1.013 7.250 0.01 -0.03 -0.01
H -1.618 0.296 7.018 0.03 0.01 -0.01
H -1.480 -1.109 5.042 -0.02 0.03 -0.02
H -3.106 -1.155 5.738 -0.01 0.00 0.02
H -3.858 -3.601 5.551 -0.02 0.02 0.01
H -3.602 -2.999 7.208 0.00 0.00 0.02
H -2.854 -4.524 6.687 0.01 -0.01 -0.02
C 3.838 3.171 2.182 0.07 0.00 0.01
O 3.935 2.114 3.116 -0.17 -0.04 -0.03
C 3.822 2.531 4.467 0.20 0.01 -0.02
C 2.421 2.392 5.018 -0.10 0.01 0.10
O 1.479 3.210 4.345 0.08 0.08 -0.08
C 0.780 2.543 3.309 -0.06 -0.02 0.00
H 3.597 2.733 1.214 0.03 -0.01 -0.01
H 3.054 3.882 2.454 -0.01 0.01 -0.01
H 4.792 3.705 2.100 -0.02 0.02 0.01
H 4.169 3.563 4.581 0.01 0.00 0.01
H 4.487 1.894 5.056 0.01 0.02 0.03
H 2.435 2.712 6.064 0.01 -0.03 0.02
H 2.105 1.343 4.989 -0.01 -0.01 -0.03
H -0.041 1.944 3.721 0.01 -0.05 -0.01
H 1.437 1.891 2.730 0.01 0.00 0.00
H 0.357 3.298 2.649 -0.04 -0.01 0.01
C -4.615 9.740 -4.106 -0.04 -0.01 -0.04
O -5.765 9.685 -3.281 0.08 0.04 0.12
C -6.146 8.373 -2.914 -0.09 0.04 -0.13
C -5.625 7.960 -1.555 0.02 -0.11 0.13
O -4.211 7.922 -1.488 0.06 0.06 -0.14
C -3.635 9.108 -0.964 -0.01 -0.06 0.11
H -4.218 10.752 -4.048 -0.02 0.02 -0.02
H -3.847 9.038 -3.776 0.02 0.00 0.01
H -4.876 9.522 -5.148 0.02 -0.03 0.01
H -5.821 7.655 -3.675 0.03 -0.01 0.01
H -7.239 8.353 -2.880 -0.01 -0.03 -0.01
H -5.984 6.948 -1.347 -0.02 0.00 0.02
H -6.025 8.623 -0.780 0.00 0.02 -0.01
H -3.679 9.100 0.131 -0.01 0.04 0.00
H -4.138 10.001 -1.337 0.01 0.01 -0.02
H -2.591 9.133 -1.272 0.01 -0.03 0.00
C 5.191 -2.414 -6.838 0.04 0.01 0.00
O 5.471 -3.282 -5.755 -0.13 -0.05 0.01
C 5.645 -2.618 -4.517 0.15 -0.03 -0.05
C 4.381 -2.585 -3.688 -0.18 0.10 0.10
O 3.336 -1.857 -4.312 -0.10 -0.14 -0.23
C 2.393 -2.684 -4.993 0.05 0.04 0.23
H 4.752 -3.016 -7.633 0.03 -0.02 -0.02
H 4.485 -1.630 -6.556 -0.01 0.00 0.00
H 6.111 -1.952 -7.213 -0.01 0.02 0.01
H 6.018 -1.600 -4.677 -0.02 0.02 -0.01
H 6.406 -3.171 -3.960 0.02 0.02 0.01
H 4.595 -2.082 -2.739 0.06 -0.04 0.01
H 4.059 -3.607 -3.461 -0.03 0.00 -0.03
H 1.667 -3.098 -4.284 0.02 -0.04 -0.03
H 2.880 -3.507 -5.516 0.01 0.01 0.00
H 1.860 -2.066 -5.716 0.03 0.06 0.04
C 5.254 5.192 8.037 -0.04 -0.04 0.00
O 4.884 5.181 6.669 0.09 0.05 -0.06
C 3.921 6.162 6.327 -0.11 -0.16 0.00
C 4.533 7.422 5.755 0.02 0.13 -0.07
O 5.380 8.094 6.668 -0.01 -0.10 0.12
C 6.752 7.782 6.515 0.00 0.04 -0.03
H 6.205 4.670 8.123 -0.01 -0.03 0.00
H 5.370 6.208 8.416 0.01 0.01 0.00
H 4.507 4.667 8.643 0.00 0.03 0.01
H 3.300 6.405 7.196 0.01 0.03 0.02
H 3.269 5.723 5.564 -0.04 0.01 0.01
H 3.721 8.109 5.501 0.00 0.00 -0.04
H 5.077 7.189 4.832 0.01 -0.02 0.00
H 7.190 8.355 5.690 0.00 -0.02 -0.02
H 6.908 6.718 6.332 0.00 -0.02 0.01
H 7.256 8.061 7.439 0.00 0.03 0.00
C 2.142 -7.163 -5.293 0.03 0.12 0.03
O 1.706 -6.057 -6.069 0.13 0.00 -0.35
C 2.437 -5.884 -7.285 -0.30 -0.18 0.18
C 1.730 -6.498 -8.493 -0.20 -0.14 0.15
O 1.552 -7.906 -8.430 0.44 0.17 0.11
C 0.349 -8.334 -7.817 -0.10 0.18 -0.03
H 1.328 -7.432 -4.622 0.00 0.00 0.01
H 2.384 -8.023 -5.919 -0.01 -0.04 -0.02
H 3.022 -6.892 -4.699 0.01 -0.02 -0.02
H 3.449 -6.288 -7.183 -0.02 -0.05 0.01
H 2.523 -4.805 -7.451 0.01 -0.04 -0.06
H 2.338 -6.294 -9.379 -0.02 0.00 0.00
H 0.756 -6.012 -8.630 0.01 0.05 0.01
H -0.487 -8.267 -8.523 -0.01 0.01 0.00
H 0.110 -7.745 -6.934 -0.05 -0.01 0.05
H 0.474 -9.373 -7.520 0.04 0.00 -0.05
C -2.950 -8.720 -5.500 0.02 0.00 -0.06
O -1.746 -8.087 -5.108 0.03 -0.33 -0.01
C -1.896 -6.723 -4.779 0.17 0.21 -0.36
C -2.048 -6.501 -3.303 -0.04 0.20 0.29
O -3.207 -7.122 -2.780 -0.08 -0.12 0.00
C -2.965 -8.396 -2.210 0.00 0.05 0.06
H -2.804 -9.794 -5.398 0.02 -0.01 -0.03
H -3.790 -8.414 -4.874 0.00 0.00 0.00
H -3.183 -8.493 -6.547 -0.02 0.02 0.02
H -2.746 -6.291 -5.319 -0.04 0.00 0.02
H -0.991 -6.206 -5.114 0.00 0.04 -0.04
H -2.140 -5.426 -3.124 0.01 0.00 0.03
H -1.153 -6.849 -2.774 0.01 -0.03 0.01
H -2.558 -8.296 -1.198 0.03 0.00 0.00
H -2.272 -8.985 -2.815 -0.01 -0.01 0.00
H -3.919 -8.917 -2.155 -0.02 0.02 0.02
```
Positions in Å, forces in eV/Å.

## Properties
Orbital gap in eV: 7.97
SMILES: CCCO[Si@H](CC(N)(N)N)P(C)CC.COCCOC.COCCOC.COCCOC.COCCOC.COCCOC.COCCOC.COCCOC.COCCOC

---

# C4H6ClF

A single C4H6ClF molecule in a non-equilibrium geometry (the ωB97M-V functional and the def2-TZVPD basis, the Open Molecules 2025 dataset).

Structure (XYZ):
```
12
Properties=species:S:1:pos:R:3:forces:R:3
C -1.783 -0.058 1.584 -0.61 -1.14 0.87
C -0.375 -0.673 1.487 -0.08 2.28 -0.70
C 0.267 -0.047 0.293 1.16 0.34 -1.82
Cl -0.432 -0.624 -1.279 0.63 0.33 1.09
C 1.262 0.861 0.203 -1.28 -1.58 -1.53
F 1.790 1.202 -1.019 -0.56 -0.01 1.31
H -1.874 1.030 1.728 0.48 -0.47 0.07
H -2.271 -0.609 2.406 -0.18 0.60 -0.14
H -2.338 -0.327 0.687 0.01 0.12 -0.05
H 0.255 -0.447 2.347 -0.15 -0.18 0.18
H -0.455 -1.727 1.311 0.07 -0.60 0.13
H 1.691 1.364 1.030 0.54 0.32 0.59
```
Positions in Å, forces in eV/Å.

## Properties
Orbital gap in eV: 10.34
SMILES: CC/C(Cl)=C/F

---

Calculated E_HOMO in order - -10.6 -13.6 -5.7 -9.4 -7.5 -9.5 eV